1.
ORCA calculation (the ωB97M-V functional and the def2-TZVPD basis) on a structure of composition C52H52INOPRuSb2 in a non-equilibrium geometry.

Calculated values
Calculated total energy   -3356.05095 a.u.
Relative energy (zero: lowest compared OMol25 entry of this formula, charge and spin)   0.0 kcal per mole
Spin multiplicity   5
HOMO-LUMO gap (spin up / spin down)   6.19 / 6.76 eV
Net charge   +3

Each line ends with the Mulliken charge.
Atoms and positions in Å:
H  12.6373  10.7642  10.8826  0.74
C  7.6259  12.2686  7.8519  -0.70
C  13.3869  12.7601  10.7299  0.66
H  11.4153  17.9536  11.4617  0.17
N  13.0212  18.3383  8.3276  0.20
H  7.8815  17.9639  10.5559  0.33
C  9.1233  14.4204  12.8048  -1.07
H  16.0937  8.2655  11.3830  0.39
C  11.9403  21.3295  6.4745  -0.82
C  10.8833  22.1328  6.1044  -0.63
P  10.1758  18.5206  8.8656  1.96
H  10.8051  13.2791  7.7743  -1.09
C  12.8775  19.4611  7.6883  0.82
C  9.9425  15.4947  14.8015  -1.08
O  14.0542  19.9853  7.3222  -0.46
C  10.9936  15.9522  12.7407  -0.28
H  11.0244  13.0128  6.1038  0.70
C  12.7657  11.7090  11.3962  -1.33
C  12.2049  14.5899  6.8776  -1.68
C  13.6851  13.9660  11.3214  -0.12
H  11.4918  15.4076  6.5761  0.66
H  16.4559  8.1499  7.0870  0.43
H  15.8219  18.6552  10.1988  0.54
H  15.4994  10.3293  6.9407  0.36
H  11.2649  19.0439  13.6660  0.47
C  8.2210  13.4012  8.3964  0.13
C  9.0217  14.6046  14.1689  -0.69
H  6.6318  16.5766  5.9114  0.43
C  8.1123  17.4807  7.1821  -0.64
C  8.5060  17.8619  8.4943  0.68
H  9.0924  9.8554  9.7701  0.55
C  14.1010  19.9455  10.4651  -2.00
C  15.0633  13.8408  7.8656  -0.18
C  8.8717  10.8191  9.3705  -1.09
H  11.8756  16.3248  12.2144  -0.21
H  13.6732  15.0041  13.1741  0.49
C  12.9386  12.9411  13.4037  -0.89
H  9.8660  20.9982  14.0259  0.45
H  14.4733  14.7217  7.8355  -0.91
C  13.4386  14.0520  12.6871  -0.12
C  14.4589  18.1779  8.6739  -0.04
H  11.8970  11.1110  7.6361  0.53
C  10.7221  18.8218  11.5879  0.42
H  15.1861  13.5552  6.8185  0.74
Sb  14.0265  12.2584  8.7849  1.75
C  6.0420  16.5950  8.0419  -0.64
H  7.4314  10.1487  7.8356  0.40
C  9.9333  20.5590  13.0435  -0.84
H  15.2941  18.4830  6.6638  0.34
H  8.2763  14.0408  14.6713  0.56
C  9.1104  13.2284  9.4618  -0.20
C  10.4156  19.8394  7.6566  0.38
H  15.1224  16.7030  11.1358  0.74
H  12.8202  13.0381  14.4896  0.42
I  16.9912  14.4805  8.3969  0.10
H  11.6553  16.8258  14.5656  0.61
C  10.9372  16.1697  14.1049  -0.90
C  15.0924  19.0414  7.5911  -0.46
H  8.6465  20.9482  9.9212  0.44
C  16.1218  8.6467  7.9897  -0.81
C  9.1547  21.0638  11.9860  -0.79
C  10.1243  15.0882  12.1119  1.05
C  9.3476  20.6508  7.2196  -0.71
C  11.7102  20.2128  7.2690  -0.52
H  14.7228  17.1192  8.5217  -0.67
C  7.9449  11.0136  8.3006  -0.49
H  9.7937  15.6377  15.8655  0.45
H  14.4390  20.3002  11.4338  0.49
H  6.8960  12.4303  7.0600  0.48
H  10.2256  11.8539  10.6334  0.56
C  16.2702  8.0528  9.2533  -0.52
H  7.9785  14.3937  8.0052  0.20
H  12.1328  10.9017  13.2234  0.61
H  13.0001  19.8747  10.4749  0.35
H  8.4992  21.9149  12.1518  0.46
C  11.5916  13.2181  7.0231  1.24
H  8.3295  20.3447  7.5447  0.49
C  14.3310  17.4501  11.0657  -0.45
C  9.5790  21.8078  6.4976  -0.87
H  8.5092  13.7102  12.2915  0.62
Sb  10.3479  14.7685  10.1289  2.18
H  8.7303  22.4544  6.2987  0.47
C  10.6878  19.4471  12.8604  -1.05
C  15.9209  8.7565  10.4231  -0.70
C  9.4385  11.9510  9.8985  -0.32
H  16.5200  7.0064  9.3815  0.41
H  12.9477  21.5584  6.1102  0.54
H  13.0734  11.6562  6.4154  0.59
C  15.6162  9.9400  7.9276  -0.55
Ru  11.7187  16.8620  8.8135  0.20
C  12.5273  11.9571  7.3024  -1.41
C  6.8961  16.8625  6.9428  -0.88
H  5.0994  16.1296  7.9012  0.50
C  15.4460  10.0728  10.3451  -0.44
C  7.6246  17.6203  9.5402  -0.39
H  14.1120  17.8062  12.0766  0.36
H  11.0168  23.0026  5.4785  0.47
H  13.2351  14.7227  6.4899  0.63
C  9.1830  20.4575  10.7198  -0.20
C  6.4046  16.9899  9.3279  -0.66
C  14.7304  18.6188  10.1310  0.79
H  15.0808  10.5867  11.2105  0.58
H  14.1362  14.7864  10.7594  0.06
C  12.5357  11.7804  12.7517  -0.86
C  15.2460  10.6021  9.0704  0.78
H  15.9836  19.6122  7.8497  0.35
H  13.4268  16.9210  10.7504  -0.75
H  5.6968  16.8566  10.1227  0.55
C  10.0102  19.3093  10.5006  0.07
H  8.7556  17.7880  6.3654  0.49
H  14.3946  20.7349  9.7975  0.50

***

2.
ORCA calculation (the ωB97M-V functional and the def2-TZVPD basis) on a structure of composition C52H53ClN4O8PSeSr.

Calculated values
Calculated total energy   -6067.94654 a.u.
Relative energy (zero: lowest compared OMol25 entry of this formula, charge and spin)   25.9 kcal per mole
HOMO-LUMO gap   4.76 eV
Net charge   -1

Each line ends with the Mulliken charge.
Atoms and positions in Å:
H  1.6884  4.3022  -5.8607  0.38
H  0.5254  5.5012  0.2798  0.37
C  -2.6764  3.3036  -3.8657  0.14
C  -0.2270  4.9349  -0.2769  -1.29
C  -0.3253  -2.9673  -1.9540  -1.50
H  -1.0297  -2.5396  -2.6748  0.33
H  2.5177  -2.9563  6.8113  0.37
H  2.2499  -0.8630  -2.9620  0.35
C  -1.9189  1.6573  -1.5999  -0.44
H  -1.9123  2.9632  0.8246  -0.99
H  3.8198  -5.2672  -0.7425  0.41
C  -0.0250  0.7656  -3.1206  -1.15
H  -1.0364  1.8337  4.3472  0.62
H  2.6757  -5.1931  5.7626  0.41
O  0.3513  2.1039  1.6275  -0.21
C  6.0939  -1.8179  -0.1966  -0.63
C  0.7661  4.4059  -2.5494  0.30
C  3.7996  -0.8083  -0.2396  -0.46
H  -1.5491  7.6229  -5.3511  0.34
Se  1.8465  3.0204  -1.8157  -0.07
H  8.0538  -2.6699  -0.0551  0.39
H  1.4418  2.8558  -4.8484  0.17
C  2.4226  -2.0430  3.5490  -0.79
H  -6.2435  -2.7514  1.9856  0.37
C  -1.1078  1.7083  -2.8065  1.74
H  -1.9167  3.5422  3.0813  0.28
H  -3.0588  3.4923  -5.9730  0.36
C  0.8366  4.7036  -3.9281  0.67
C  -0.7507  6.5320  -3.6735  0.93
C  -2.1977  -2.5823  1.2613  1.20
H  1.5420  -3.3465  -2.9672  0.49
C  -1.4850  -1.6648  2.1169  -0.53
H  -3.8364  1.2193  3.5664  0.28
H  4.8813  -4.9554  1.6774  0.42
C  1.1016  -2.5702  -2.3368  1.01
H  -4.4254  3.7737  -2.7721  0.26
H  -6.1212  -2.0904  3.6174  0.37
C  4.7445  -1.9454  0.1219  0.45
N  -0.6959  -2.4572  -0.6309  1.06
C  -3.6123  -1.3220  3.3408  -0.45
H  -2.0719  -3.9731  -0.4144  0.22
H  -1.4990  6.7981  -1.6857  0.30
C  -0.1012  5.1829  -1.7546  1.19
H  2.7570  3.9227  -4.4817  0.42
N  -1.8358  1.2190  4.1577  -0.09
C  -3.0056  4.1220  -5.0808  -1.52
C  2.5161  -3.0516  5.7321  -0.60
C  2.5471  -6.9874  -0.7725  -0.76
C  5.2206  -4.0679  1.1548  -0.09
C  0.6932  -6.9595  0.7439  -0.78
H  -0.8605  2.5429  -4.7244  0.56
C  4.2922  -3.0937  0.7809  -0.10
C  -4.2285  -2.3047  2.6114  0.35
H  -2.5732  7.6667  -3.9126  0.36
H  -0.4377  -4.0582  -1.9801  0.62
C  2.5069  -3.3013  2.9499  0.50
H  -2.1094  1.3765  1.5042  -0.48
H  6.4036  -0.9334  -0.7382  0.54
H  -0.0419  3.8878  -0.0433  -0.26
O  -0.2770  -1.3908  1.9465  0.03
C  -1.4853  2.5287  -3.8366  -0.49
C  2.2279  -5.0799  0.6876  0.15
Cl  1.0835  2.3950  2.8542  1.83
H  -5.0636  2.7677  -0.8310  0.42
H  2.3632  -1.1584  2.9286  0.39
C  2.6022  -4.3061  5.1444  -0.70
H  7.2731  -4.6784  1.1761  0.42
C  -0.8365  6.2177  -2.3246  -0.92
C  -2.8100  2.9790  2.8051  -1.44
C  1.0840  -5.7082  1.1940  -0.77
H  -1.2157  5.2412  0.0813  0.27
C  -5.6390  -2.7498  2.8952  -1.72
H  0.3762  0.9122  -4.1311  -0.09
H  -0.1907  -7.4278  1.1605  0.42
H  -3.6363  3.6950  2.7712  0.72
C  2.9437  -5.7375  -0.3132  -0.65
H  -5.6636  -3.7627  3.3041  0.32
O  2.8777  -0.6004  0.6154  -0.23
H  -2.2355  4.8760  -5.2489  0.20
C  1.4254  -7.6076  -0.2431  -0.52
H  0.4906  -5.2014  1.9476  0.55
O  3.9722  -0.2246  -1.3080  -0.78
H  -0.4172  -0.1244  3.7234  0.81
C  7.0031  -2.7899  0.1796  -0.57
C  -2.5835  2.3528  1.4263  2.04
C  1.7272  3.9110  -4.8416  -1.72
H  -1.1082  8.6415  -3.9830  0.41
C  -3.4991  -2.8945  1.5508  -0.59
O  0.1403  3.0077  3.7969  -0.92
H  -3.9644  4.6291  -4.9642  0.34
C  1.2188  -1.2224  -3.0554  -1.65
C  -4.0425  2.4835  -0.5822  -0.78
C  0.0906  5.7534  -4.4575  -0.90
N  -3.8555  2.2488  0.7100  0.09
H  1.1196  -8.5830  -0.6002  0.39
N  0.3121  -0.2592  -2.4494  0.93
O  2.1528  3.2898  2.6005  -0.69
P  2.4927  -3.3130  1.1118  1.93
C  6.5662  -3.9176  0.8675  -0.76
O  1.5401  1.1522  3.4205  -0.66
H  2.3758  -0.9335  5.3721  0.56
H  2.6786  -5.4139  3.3144  0.35
C  -3.4907  3.2202  -2.7898  -1.27
H  0.9951  -1.3247  -4.1252  0.43
C  -3.1278  2.4693  -1.6235  1.04
C  2.4337  -1.9208  4.9301  -0.56
O  -1.6981  0.8747  -0.6483  -0.49
H  -4.0167  -3.6014  0.9060  0.45
Sr  0.5502  -0.0265  0.1390  1.18
H  0.1741  5.9683  -5.5204  0.19
H  -3.4256  2.3989  4.8103  0.38
C  2.6029  -4.4297  3.7607  -0.29
H  3.1216  -7.4765  -1.5499  0.40
C  -1.5370  7.6749  -4.2608  -1.78
C  -2.2594  -0.9818  3.1160  -0.12
H  -4.6864  2.2382  1.2794  0.39
C  -3.0806  1.9302  3.8875  -0.72
C  -1.6040  -3.0690  0.0056  -1.36
C  -1.4932  0.0417  3.7199  -0.88
H  -4.1542  -0.8507  4.1541  0.60
H  1.7030  -2.5513  -1.4230  -0.96

***

> The lowest relative energy (zero: lowest compared OMol25 entry of this formula, charge and spin) belongs to which entry?

C52H52INOPRuSb2